[1]
Density functional theory data (the ωB97M-V functional and the def2-TZVPD basis) for a structure of composition C9H24GaN2O5PS at a distorted geometry.

Summary:
LUMO level = -0.982 eV
HOMO = -6.678 eV
2S+1 = 1
net charge = 0

Last column: natural (NBO) charge in e.
Geometry (Å):
C  -1.71990  -1.10167  -1.07356  -0.616
C  -3.09763  -1.72910  -0.98500  -0.539
S  -4.26918  -1.06965  0.21060  0.188
C  -3.90711  0.70950  0.33122  -1.027
Ga  -2.37288  1.36702  1.48455  0.809
C  -1.00367  2.50311  0.53429  -0.889
C  -0.87835  2.38855  -0.99688  -0.531
C  0.35484  1.63499  -1.35523  0.852
O  0.98397  0.92703  -0.56126  -0.704
O  0.86540  1.75537  -2.62938  -0.683
P  -1.05065  -0.27468  2.63161  1.715
N  0.48176  -0.19822  2.21609  -1.469
O  -1.23412  -0.10001  4.22990  -0.994
O  -1.46657  -1.82460  2.51839  -0.993
H  -1.34109  -0.78023  -0.10965  0.225
H  -1.70793  -0.28391  -1.78624  0.195
H  -1.01436  -1.84074  -1.45605  0.188
H  -2.99015  -2.76903  -0.68272  0.215
H  -3.54685  -1.74257  -1.97637  0.197
H  -4.82150  1.07721  0.79226  0.238
H  -3.90191  1.13180  -0.67451  0.202
H  -3.00552  2.29902  2.64165  -0.311
H  -1.23734  3.53843  0.77230  0.223
H  -0.03841  2.29516  0.97316  0.217
H  -1.69437  1.84012  -1.47383  0.243
H  -0.84755  3.35706  -1.49269  0.235
H  1.78512  1.81523  -2.34460  0.495
H  0.60251  0.49717  1.49576  0.370
H  -1.66935  0.74117  4.39184  0.503
H  -0.64526  -2.31235  2.40714  0.485
C  5.25225  -0.62687  -0.88523  -0.742
C  3.80049  -0.40352  -1.10536  0.743
O  3.23291  0.19117  -1.95155  -0.463
N  2.84728  -0.96945  -0.00281  -0.614
C  1.86054  -1.97135  -0.58616  -0.412
H  5.75105  -0.59972  -1.84960  0.271
H  5.63258  0.18365  -0.26000  0.276
H  5.45734  -1.57416  -0.38916  0.244
H  3.33818  -1.37323  0.79214  0.428
H  2.28894  -0.16495  0.31696  0.508
H  1.23838  -2.33450  0.22989  0.260
H  2.42960  -2.77851  -1.04393  0.205
H  1.25854  -1.42971  -1.29797  0.257

***

[2]
Density functional theory data (the ωB97M-V functional and the def2-TZVPD basis) for a structure of composition C9H24NO12RbS3 at a distorted geometry.

Summary:
LUMO level = -0.114 eV
HOMO = -6.821 eV
2S+1 = 1
net charge = 0

Last column: natural (NBO) charge in e.
Geometry (Å):
Rb  0.73961  -2.14267  -0.28239  0.973
N  -0.29534  -4.24566  -3.37700  0.716
O  0.43846  -5.22088  -3.08435  -0.575
O  -1.07767  -4.40262  -4.32655  -0.530
O  -0.06672  -3.17366  -2.89606  -0.598
O  2.95293  -0.50516  -1.14931  -0.970
S  3.82432  0.37254  -0.42664  2.323
O  3.88404  0.29645  1.02693  -0.899
O  5.33285  0.28922  -1.06076  -0.681
C  5.40997  0.35693  -2.46187  -0.091
C  6.80978  -0.23858  -2.77634  -0.622
C  3.23434  2.15000  -0.80279  -0.847
H  5.37268  1.38994  -2.80770  0.171
H  4.60322  -0.12993  -3.00979  0.210
H  7.15449  -0.13948  -3.80563  0.222
H  6.75241  -1.31676  -2.62687  0.221
H  7.54581  0.23671  -2.12791  0.220
H  2.48257  2.45277  -0.07390  0.277
H  2.62997  2.20646  -1.70814  0.235
H  4.11038  2.79429  -0.87724  0.236
O  -0.71260  -1.55882  2.24235  -0.969
S  -1.58513  -0.92068  3.19731  2.357
O  -1.70365  0.51761  3.20229  -0.906
O  -3.11802  -1.48072  2.96402  -0.696
C  -3.32048  -2.89943  2.94335  -0.086
C  -4.78310  -3.17607  3.32114  -0.621
C  -1.23988  -1.44259  4.87553  -0.884
H  -2.71894  -3.55138  3.57675  0.179
H  -3.09452  -3.18131  1.91496  0.196
H  -4.91676  -2.78943  4.33146  0.213
H  -4.94784  -4.24662  3.19909  0.223
H  -5.49076  -2.69625  2.64505  0.224
H  -1.67060  -0.69426  5.54079  0.267
H  -0.17183  -1.35674  5.07556  0.262
H  -1.60134  -2.46568  4.97915  0.244
O  0.12438  2.09288  -0.37197  -0.944
S  -0.90611  1.46181  -1.20201  2.339
O  -0.96646  0.03120  -1.33580  -0.908
O  -2.40224  2.02992  -0.61072  -0.701
C  -2.50091  3.39511  -0.19245  -0.067
C  -3.93697  3.77033  0.22857  -0.628
C  -0.84847  2.15534  -2.83304  -0.888
H  -2.20337  4.06282  -1.00098  0.163
H  -1.77792  3.52769  0.61241  0.198
H  -4.03576  4.80784  0.54782  0.225
H  -4.37041  3.08620  0.95808  0.226
H  -4.58992  3.65705  -0.63684  0.212
H  -1.50402  1.59416  -3.49896  0.273
H  0.18099  2.00970  -3.16029  0.255
H  -1.02566  3.23055  -2.85809  0.251

***

[3]
Density functional theory data (the ωB97M-V functional and the def2-TZVPD basis) for a structure of composition C9H24O3SSi at a distorted geometry.

Summary:
LUMO level = 0.585 eV
HOMO = -10.265 eV
2S+1 = 1
net charge = 0

Last column: natural (NBO) charge in e.
Geometry (Å):
C  3.22101  -1.40119  3.34123  -1.116
Si  2.88320  -1.72318  1.48554  1.827
C  1.70858  -0.33932  0.91783  -1.131
C  2.02363  -3.40988  1.40658  -1.128
O  4.44163  -1.66435  0.72562  -1.020
S  4.53478  -2.27594  -0.81571  1.723
O  4.88331  -3.70621  -0.61014  -0.929
O  2.97666  -2.26571  -1.42438  -0.891
H  2.35298  -1.70017  3.93269  0.240
H  4.10262  -2.01126  3.58588  0.242
H  3.49897  -0.35164  3.48039  0.237
H  1.94500  0.56998  1.48321  0.240
H  1.68416  -0.18095  -0.16297  0.249
H  0.70934  -0.64401  1.26584  0.238
H  0.99893  -3.26191  1.78044  0.240
H  1.94008  -3.84917  0.41043  0.230
H  2.50586  -4.13865  2.06800  0.248
H  2.78007  -3.19968  -1.55498  0.502
C  -2.47298  -0.46571  -0.10496  -0.609
C  -2.58802  0.23812  -1.45148  -0.398
C  -1.53838  1.33141  -1.65057  -0.397
C  -1.61629  2.49119  -0.65502  -0.397
C  -2.95847  3.22110  -0.61784  -0.398
C  -3.31786  3.89037  -1.94016  -0.610
H  -2.62763  0.22382  0.72676  0.201
H  -3.22362  -1.25411  -0.02066  0.209
H  -1.48843  -0.92527  0.00827  0.198
H  -3.59505  0.64862  -1.56674  0.194
H  -2.47002  -0.50350  -2.24684  0.201
H  -1.62416  1.71997  -2.66967  0.200
H  -0.54127  0.88405  -1.58450  0.200
H  -0.82690  3.20940  -0.89890  0.201
H  -1.38675  2.12355  0.34979  0.199
H  -2.91429  3.98727  0.16119  0.201
H  -3.75829  2.53526  -0.32478  0.193
H  -2.55574  4.61832  -2.22642  0.201
H  -4.27041  4.41628  -1.85524  0.209
H  -3.41624  3.16310  -2.74772  0.200

***

[4]
Density functional theory data (the ωB97M-V functional and the def2-TZVPD basis) for a structure of composition C9H24O9S3Tl at a distorted geometry.

Summary:
LUMO level (alpha / beta) = -17.697 / -17.455 eV
expectation value of S² = 1.765
HOMO (alpha / beta) = -22.295 / -22.258 eV
2S+1 = 2
net charge = +4

Last column: Mulliken spin population.
Geometry (Å):
Tl  16.57375  8.23503  28.17643  -0.001
O  17.08187  7.32327  30.94822  -0.046
S  17.56517  7.20034  32.32375  0.017
O  18.19823  5.99429  32.82964  -0.057
O  18.58452  8.43932  32.68864  -0.558
C  19.00141  8.63754  34.07598  -0.059
C  20.50265  8.74716  33.98738  -0.148
C  16.20952  7.71878  33.47864  -0.066
H  18.94219  7.74244  34.69517  0.001
H  18.51998  9.49910  34.53861  -0.036
H  20.77115  8.91163  35.03091  -0.026
H  20.87802  9.54316  33.34427  0.002
H  20.94394  7.78713  33.71963  0.004
H  16.27076  7.25177  34.46162  -0.010
H  15.23958  7.58760  32.99894  -0.011
H  16.11365  8.79569  33.61715  -0.001
O  16.42386  10.33519  23.46107  0.016
S  15.30198  9.87290  24.30249  -0.008
O  15.57198  9.26022  25.62929  0.002
O  14.29110  11.22636  24.42881  0.571
C  13.42824  11.23875  25.54609  0.054
C  12.61942  12.56601  25.49183  0.051
C  14.21203  8.84374  23.34037  0.021
H  14.01311  11.20334  26.46520  0.102
H  12.76794  10.37162  25.53169  0.123
H  11.91289  12.67814  24.66942  0.031
H  13.33105  13.32265  25.16143  0.026
H  12.18517  12.86598  26.44553  0.004
H  14.75326  8.08337  22.77734  0.005
H  13.63189  9.46264  22.65590  0.003
H  13.55043  8.35830  24.05782  0.001
O  19.11990  6.98769  28.95857  0.039
S  20.36503  6.29170  28.63956  -0.034
O  20.73946  6.23949  27.22510  0.098
O  21.72397  6.74003  29.41689  0.530
C  21.51517  7.48891  30.61841  0.070
C  22.78309  7.56685  31.39007  0.035
C  20.38020  4.54741  29.23787  0.075
H  20.68118  7.14468  31.23001  0.005
H  21.35791  8.50942  30.26923  0.114
H  23.52652  7.99590  30.71826  0.008
H  23.18415  6.60749  31.71701  0.019
H  22.78920  8.25011  32.23931  0.000
H  21.38046  4.34464  29.62060  0.008
H  20.20646  3.96840  28.33086  0.014
H  19.75743  4.42239  30.12366  0.014

***

> Among the records above, which one has the highest 2S+1?

C9H24O9S3Tl

***

> Which value of 2S+1 does entry 3 give?

1

***

> 2S+1 of number 2 (C9H24NO12RbS3)?

1